Entry 1:
Here is C3H3N3O in the gas phase from the OMol25 dataset. Energies are from ωB97M-V with the def2-TZVPD basis set.

Structure (XYZ):
```
10
Properties=species:S:1:pos:R:3:nbo_charge:R:1
H -2.605 -0.926 -0.205 0.21
C -1.703 -0.440 0.133 0.15
C -0.288 1.032 -0.247 0.21
H 1.982 -1.212 0.858 0.15
N 0.345 -0.111 0.145 -0.28
C 1.731 -0.343 0.232 0.56
H 0.168 1.823 -0.816 0.23
O 2.528 0.372 -0.330 -0.51
N -0.583 -1.083 0.383 -0.27
N -1.576 0.889 -0.153 -0.45
```

## Properties
HOMO-LUMO gap	10.580	eV
multiplicity	1
SMILES string	O=Cn1cncn1
energy	-355.5992	a.u.
net charge	0

***

Entry 2:
Here is C3H6BClO2 in the gas phase from the OMol25 dataset. Energies are from ωB97M-V with the def2-TZVPD basis set.

Structure (XYZ):
```
13
Properties=species:S:1:pos:R:3:nbo_charge:R:1
H -1.708 -0.384 -0.401 0.23
H 1.175 -2.543 1.072 0.20
C -0.662 -0.198 -0.691 -0.50
O 0.202 1.984 -1.960 -0.88
H 0.131 2.778 -2.311 0.49
C 0.327 -0.871 0.204 -0.21
H -0.390 3.231 0.733 0.52
O -0.680 2.445 0.309 -0.94
H 1.102 -0.261 0.603 0.19
Cl -0.646 -0.584 -2.448 -0.08
C 0.310 -2.156 0.555 -0.35
B -0.339 1.691 -0.798 1.14
H -0.448 -2.834 0.220 0.20
```

## Properties
HOMO-LUMO gap	9.443	eV
multiplicity	1
SMILES string	C=C[C@H](Cl)B(O)O
energy	-753.4563	a.u.
net charge	0

***

Entry 3:
Here is a gas-phase ion, CH2NO2 (charge -1) from the OMol25 dataset. Energies are from ωB97M-V with the def2-TZVPD basis set.

Structure (XYZ):
```
6
Properties=species:S:1:pos:R:3:nbo_charge:R:1
H 1.315 0.478 0.489 0.34
C -0.657 0.024 0.088 0.84
H 1.046 -0.471 -0.819 0.35
O -1.037 1.220 -0.186 -0.82
O -1.453 -0.914 0.264 -0.77
N 0.785 -0.336 0.163 -0.93
```

## Properties
HOMO-LUMO gap	8.089	eV
multiplicity	1
SMILES string	NC(=O)[O-]
energy	-244.5993	a.u.
net charge	-1

***

Entry 4:
Here is C5H8N2 in the gas phase from the OMol25 dataset. Energies are from ωB97M-V with the def2-TZVPD basis set.

Structure (XYZ):
```
15
Properties=species:S:1:pos:R:3:nbo_charge:R:1
C 0.461 0.305 -0.096 0.41
H -0.766 -0.446 -3.126 0.25
C -1.562 -1.114 -1.272 -0.02
H 0.288 -0.872 2.430 0.18
H 2.391 0.962 -0.137 0.39
H 1.878 0.496 1.399 0.39
C -0.643 -0.416 -2.040 -0.29
C 0.401 0.270 -1.519 -0.38
C -0.460 -0.166 2.021 -0.44
H 1.175 0.711 -2.122 0.21
H -0.176 0.829 2.406 0.19
N -0.576 -0.139 0.560 -0.46
N 1.607 0.812 0.482 -0.81
H -1.416 -0.425 2.479 0.22
H -2.602 -0.807 -1.466 0.16
```

## Properties
HOMO-LUMO gap	8.084	eV
multiplicity	1
energy	-304.6909	a.u.
net charge	0

***

Relative energy (zero: lowest compared OMol25 entry of this formula, charge and spin): 25.5, 40.2, 11.3, 90.7 (kcal per mole)